(1)
This record from the Open Molecules 2025 dataset describes an isolated molecule of C19H27N3O. The level of theory is ωB97M-V/def2-TZVPD.

Results
Maximum force   0.1041 hartree/bohr
Highest occupied orbital energy   -0.285 Ha
LUMO   0.69 eV
Kohn-Sham gap   0.310 Eh
Relative energy (zero: lowest compared OMol25 entry of this formula, charge and spin)   103.2 kcal/mol
SMILES   Cc1[nH]nc2c1[C@H](C1CCCCC1)C1=C(CC(C)(C)CC1=O)N2
Electronic energy   -979.58958 hartree

Structure (ORCA input):
```
! RIJCOSX wB97M-V def2-TZVPD def2/J DEFGRID3
* xyz 0 1
O 1.93 -1.32 -2.29
N -1.97 -1.45 2.69
C 0.72 -0.96 -2.18
C -1.30 -1.19 1.63
C 0.36 -1.60 2.94
C -1.27 -1.17 -0.77
C 0.11 -1.28 1.60
C 0.09 -0.93 -0.80
N -0.94 -1.58 3.57
N -1.98 -0.97 0.46
C 1.68 -1.64 3.59
C -2.14 0.52 -2.97
C -2.43 -1.32 -4.55
C -0.13 -0.87 -3.47
C -2.14 -1.68 -1.94
C 1.01 -0.69 0.42
C 1.70 3.20 1.96
C 2.97 2.47 1.54
C 0.33 2.46 2.00
C 2.53 1.05 1.47
C 0.16 1.64 0.77
C 1.41 0.75 0.44
C -1.75 -0.88 -3.26
H -1.09 -1.54 4.55
H -3.02 -0.95 0.49
H 1.78 -2.65 3.97
H 2.24 -1.40 2.80
H 1.71 -0.96 4.51
H -3.19 0.57 -2.68
H -2.07 1.13 -3.91
H -1.42 0.99 -2.26
H -2.06 -0.70 -5.34
H -2.25 -2.30 -4.65
H -3.55 -1.21 -4.46
H 0.04 0.06 -4.11
H 0.29 -1.67 -4.11
H -3.25 -1.53 -1.72
H -2.04 -2.71 -2.12
H 1.96 -1.27 0.48
H 1.72 3.55 2.95
H 1.63 4.06 1.29
H 3.21 2.74 0.51
H 3.71 2.43 2.33
H 0.35 1.82 2.88
H -0.52 3.07 2.11
H 2.35 0.72 2.46
H 3.42 0.66 1.01
H -0.74 1.13 0.76
H 0.03 2.32 -0.05
H 1.79 1.12 -0.53
*
```


(2)
This record from the Open Molecules 2025 dataset describes an isolated molecule of C19H27N5O3S. The level of theory is ωB97M-V/def2-TZVPD.

Results
Maximum force   0.0166 hartree/bohr
Highest occupied orbital energy   -0.328 Ha
LUMO   0.04 eV
Kohn-Sham gap   0.330 Eh
Relative energy (zero: lowest compared OMol25 entry of this formula, charge and spin)   1.1 kcal/mol
SMILES   CC(C)Cc1nc(SCC(=O)N2CCCCC2)c2c(=O)n(C)c(=O)n(C)c2n1
Electronic energy   -1638.01401 hartree

Structure (ORCA input):
```
! RIJCOSX wB97M-V def2-TZVPD def2/J DEFGRID3
* xyz 0 1
C -1.24 -3.56 1.95
H -1.88 -4.25 1.41
C 0.02 -3.28 1.14
C 0.82 -4.56 0.92
H 1.74 -4.36 0.37
H 0.23 -5.28 0.35
H 1.08 -5.01 1.87
H 0.64 -2.57 1.70
C -0.33 -2.63 -0.21
C -0.98 -1.30 -0.01
N -0.23 -0.35 0.53
C -0.77 0.85 0.71
C -2.10 1.10 0.33
C -2.81 0.02 -0.21
N -2.25 -1.18 -0.39
N -4.11 0.18 -0.58
C -4.77 1.39 -0.44
O -5.93 1.52 -0.77
N -4.05 2.44 0.09
C -2.72 2.40 0.49
O -2.14 3.36 0.94
C -4.76 3.70 0.22
H -4.07 4.43 0.64
H -5.11 4.03 -0.76
H -5.63 3.57 0.87
C -4.82 -0.95 -1.14
H -4.34 -1.27 -2.05
H -5.84 -0.63 -1.34
H -4.81 -1.77 -0.42
S 0.16 2.13 1.42
C 1.69 1.22 1.86
C 2.93 1.89 1.29
O 3.70 2.49 2.02
N 3.13 1.80 -0.05
C 2.38 1.01 -0.99
H 1.49 0.58 -0.54
C 3.26 -0.11 -1.55
C 4.52 0.48 -2.19
C 5.25 1.35 -1.17
C 4.31 2.42 -0.62
H 4.79 3.00 0.16
H 3.99 3.09 -1.43
H 6.12 1.83 -1.63
H 5.60 0.73 -0.34
H 5.17 -0.32 -2.54
H 4.24 1.09 -3.05
H 2.70 -0.68 -2.29
H 3.54 -0.78 -0.74
H 2.06 1.67 -1.81
H 1.56 0.19 1.55
H 1.78 1.28 2.95
H -1.02 -3.28 -0.76
H 0.58 -2.49 -0.78
H -0.99 -4.01 2.91
H -1.80 -2.65 2.13
*
```


(3)
This record from the Open Molecules 2025 dataset describes a cluster of 2 separate species, C19H27N5O5S in total. The level of theory is ωB97M-V/def2-TZVPD.

Results
Maximum force   0.0670 hartree/bohr
Highest occupied orbital energy   -0.344 Ha
LUMO   -0.50 eV
Kohn-Sham gap   0.325 Eh
SMILES   Cc1ccc(S(=O)(=O)c2cc(C)nc(N)n2)cc1.CNC(=O)[C@@H](NC(C)=O)[C@@H](C)O
Electronic energy   -1788.41372 hartree

Structure (ORCA input):
```
! RIJCOSX wB97M-V def2-TZVPD def2/J DEFGRID3
* xyz 0 1
O -2.39 3.14 4.70
O -1.96 -1.21 3.99
O 3.99 -1.45 -4.64
O 3.06 -3.57 -3.88
N 2.68 -0.32 0.40
N 2.30 -2.10 -1.09
O 0.34 1.19 1.48
C -1.19 2.90 4.63
C -2.28 -0.03 3.92
C 2.26 -1.52 0.09
C 3.24 0.39 -0.58
C 2.84 -1.41 -2.13
C 3.33 -0.13 -1.87
C -1.10 -1.94 -4.69
C -0.01 -0.37 -6.17
C 0.14 -2.28 -4.14
C 1.23 -0.70 -5.62
C -1.18 -0.98 -5.71
C 1.31 -1.65 -4.59
N 1.77 -2.26 1.09
N -3.31 0.47 4.62
N -0.69 1.88 3.93
C -0.20 3.79 5.34
C 3.75 1.76 -0.30
C -2.51 -0.61 -6.31
C -4.17 -0.31 5.50
C -1.33 -0.39 0.92
C -1.47 0.97 3.08
C -0.55 0.26 2.07
S 2.92 -2.10 -3.86
H 1.06 0.68 1.08
H 3.78 0.45 -2.66
H -1.99 -2.42 -4.32
H -0.06 0.37 -6.96
H 0.19 -3.03 -3.35
H 2.13 -0.22 -6.00
H 1.74 -3.24 0.86
H 2.14 -1.99 1.99
H -3.44 1.47 4.59
H 0.31 1.80 3.87
H -0.73 4.61 5.81
H 0.31 3.21 6.11
H 0.52 4.17 4.63
H 3.03 2.51 -0.65
H 4.70 1.93 -0.80
H 3.90 1.90 0.78
H -3.28 -1.35 -6.05
H -2.83 0.36 -5.92
H -2.44 -0.55 -7.40
H -4.80 0.35 6.10
H -3.56 -0.92 6.17
H -4.81 -0.97 4.91
H -1.93 0.37 0.41
H -0.64 -0.84 0.22
H -1.98 -1.16 1.31
H -2.18 1.57 2.51
H 0.04 -0.49 2.58
*
```


(4)
This record from the Open Molecules 2025 dataset describes an isolated molecule of C19H27NO3. The level of theory is ωB97M-V/def2-TZVPD.

Results
Maximum force   0.0121 hartree/bohr
Highest occupied orbital energy   -0.335 Ha
LUMO   0.66 eV
Kohn-Sham gap   0.359 Eh
Relative energy (zero: lowest compared OMol25 entry of this formula, charge and spin)   2.7 kcal/mol
SMILES   CC(C)[C@H]1CC[C@H](C(=O)N[C@@H](Cc2ccccc2)C(=O)O)CC1
Electronic energy   -1020.74481 hartree

Structure (ORCA input):
```
! RIJCOSX wB97M-V def2-TZVPD def2/J DEFGRID3
* xyz 0 1
C 4.79 -0.77 5.44
H 5.14 -0.95 6.45
H 5.06 -1.63 4.84
H 5.31 0.10 5.05
C 3.28 -0.53 5.44
C 2.96 0.52 6.51
H 3.34 1.49 6.22
H 3.42 0.24 7.46
H 1.89 0.61 6.68
H 2.78 -1.46 5.72
C 2.77 -0.09 4.05
C 1.25 0.12 4.05
C 0.74 0.56 2.68
C 1.10 -0.48 1.61
C 0.62 0.06 0.27
O 1.28 0.79 -0.44
N -0.63 -0.34 -0.07
H -1.18 -0.93 0.53
C -1.28 0.14 -1.27
C -0.96 -0.77 -2.48
C -1.54 -0.22 -3.75
C -2.67 -0.78 -4.32
C -3.21 -0.24 -5.48
C -2.62 0.86 -6.08
C -1.49 1.42 -5.51
C -0.95 0.89 -4.36
H -0.07 1.33 -3.92
H -1.02 2.28 -5.98
H -3.04 1.27 -6.98
H -4.09 -0.69 -5.92
H -3.13 -1.64 -3.86
H -1.34 -1.77 -2.28
H 0.13 -0.81 -2.55
H -0.93 1.16 -1.48
C -2.78 0.15 -1.03
O -3.33 -0.54 -0.21
O -3.42 0.97 -1.85
H -4.38 0.92 -1.71
H 0.59 -1.42 1.83
C 2.61 -0.69 1.60
C 3.11 -1.12 2.97
H 2.67 -2.08 3.24
H 4.19 -1.25 2.91
H 3.09 0.24 1.30
H 2.86 -1.45 0.86
H 1.20 1.51 2.41
H -0.34 0.70 2.72
H 0.97 0.88 4.78
H 0.76 -0.81 4.34
H 3.25 0.86 3.79
*
```


(5)
This record from the Open Molecules 2025 dataset describes a structure of composition C19H27NO3SiSr. The level of theory is ωB97M-V/def2-TZVPD.

Results
Maximum force   0.0533 hartree/bohr
Highest occupied orbital energy   -0.501 Ha
LUMO   -8.97 eV
Kohn-Sham gap   0.171 Eh
Relative energy (zero: lowest compared OMol25 entry of this formula, charge and spin)   0.0 kcal/mol
Electronic energy   -1340.23463 hartree

Structure (ORCA input):
```
! RIJCOSX wB97M-V def2-TZVPD def2/J DEFGRID3
* xyz 2 1
C 5.02 -1.31 1.16
Si 5.00 -0.12 -0.33
C 6.47 1.08 -0.30
C 5.24 -1.21 -1.89
O 3.55 0.80 -0.49
C 3.24 1.55 0.69
C 1.83 1.04 1.19
C 0.59 1.82 0.62
C 0.69 2.88 -0.22
C -0.64 3.53 -0.76
O -0.77 4.70 -0.94
C -1.79 2.50 -1.00
C -2.73 2.59 -2.09
C -3.74 1.54 -2.23
C -3.86 0.41 -1.30
C -4.97 -0.69 -1.51
C -5.15 -1.61 -0.23
C -4.10 -2.79 -0.23
C -3.57 -3.19 1.20
N -4.47 -2.77 2.32
C -2.91 0.32 -0.20
C -1.90 1.35 -0.07
C -0.84 1.29 1.05
O -1.12 0.90 2.21
H 5.55 -2.26 0.84
H 4.01 -1.62 1.54
H 5.64 -0.92 2.01
H 7.33 0.60 0.23
H 6.20 2.07 0.16
H 6.78 1.24 -1.36
H 6.34 -1.21 -2.13
H 4.97 -2.28 -1.67
H 4.66 -0.85 -2.77
H 3.30 2.65 0.55
H 4.04 1.28 1.45
H 1.73 -0.02 0.81
H 1.78 0.93 2.33
H 1.67 3.27 -0.56
H -2.70 3.44 -2.82
H -4.44 1.62 -3.10
H -5.95 -0.17 -1.68
H -4.63 -1.28 -2.41
H -5.05 -0.95 0.67
H -6.21 -1.97 -0.20
H -4.49 -3.67 -0.83
H -3.22 -2.42 -0.83
H -3.42 -4.31 1.31
H -2.54 -2.76 1.36
H -4.66 -3.56 2.94
H -3.88 -2.16 2.90
H -2.93 -0.52 0.53
Sr 1.02 1.22 4.07
*
```


(6)
This record from the Open Molecules 2025 dataset describes a structure of composition C19H28BF4O2Sm. The level of theory is ωB97M-V/def2-TZVPD.

Results
Maximum force   0.0518 hartree/bohr
Highest occupied orbital energy (alpha / beta)   -0.286 / -0.288 Ha
LUMO (alpha / beta)   -0.45 / -0.07 eV
Kohn-Sham gap (alpha / beta)   0.270 / 0.285 Eh
Relative energy (zero: lowest compared OMol25 entry of this formula, charge and spin)   7.4 kcal/mol
Electronic energy   -1973.73325 hartree

Structure (ORCA input):
```
! RIJCOSX wB97M-V def2-TZVPD def2/J DEFGRID3
* xyz 0 6
O -0.23 2.10 -0.27
C -1.38 2.80 -0.92
C -0.54 4.01 -1.29
H -2.15 3.01 -0.18
H -1.74 2.23 -1.77
C 0.61 3.30 -0.56
H -0.89 4.93 -0.83
H -0.39 4.12 -2.36
C 0.96 4.02 0.72
H 0.05 4.16 1.33
H 1.41 5.00 0.49
H 1.68 3.44 1.30
C 1.83 2.94 -1.39
H 1.55 2.55 -2.37
H 2.44 2.19 -0.88
H 2.45 3.84 -1.51
Sm -0.07 -0.26 0.24
C 0.90 -1.78 -1.86
C -0.48 -1.91 -2.18
C -0.96 -0.64 -2.61
H -1.04 -2.84 -2.22
C 0.14 0.27 -2.57
C 1.30 -0.43 -2.08
H 2.31 -0.03 -2.06
H 1.56 -2.61 -1.64
H -1.95 -0.44 -3.01
H 0.13 1.26 -3.01
C 1.13 -1.18 2.42
C 2.12 -0.62 1.58
C 1.87 0.79 1.49
H 2.98 -1.13 1.17
C 0.73 1.08 2.32
C 0.30 -0.14 2.93
H -0.45 -0.22 3.71
H 1.11 -2.21 2.76
H 2.50 1.50 0.97
H 0.29 2.06 2.49
O -2.29 6.96 -1.04
C -1.30 7.94 -1.42
C -1.97 9.31 -1.62
H -0.81 7.61 -2.36
H -0.51 7.97 -0.64
C -3.47 8.98 -1.74
H -1.58 9.84 -2.48
H -1.81 9.92 -0.72
C -3.58 7.61 -1.03
H -3.74 8.87 -2.80
H -4.12 9.73 -1.28
H -4.33 6.94 -1.49
H -3.90 7.78 0.02
F -1.06 -2.25 0.56
B -0.22 -3.72 0.54
F 1.10 -3.27 0.52
F -0.62 -4.31 1.70
F -0.65 -4.33 -0.61
*
```


(7)
This record from the Open Molecules 2025 dataset describes a structure of composition C19H28BrCl2N2O3PS2. The level of theory is ωB97M-V/def2-TZVPD.

Results
Maximum force   0.0227 hartree/bohr
Highest occupied orbital energy   -0.315 Ha
LUMO   -0.92 eV
Kohn-Sham gap   0.281 Eh
Electronic energy   -5708.13396 hartree

Structure (ORCA input):
```
! RIJCOSX wB97M-V def2-TZVPD def2/J DEFGRID3
* xyz 0 1
C 5.99 -0.79 0.56
O 5.80 -0.32 -0.75
C 5.13 0.94 -0.81
C 3.70 0.82 -1.32
C 2.63 0.84 -0.22
C 1.48 1.81 -0.49
C 0.34 1.59 0.49
C -0.81 2.59 0.35
C -1.70 2.66 1.61
C -3.13 2.09 1.47
C -3.24 0.75 0.79
C -3.02 -0.44 1.60
C -2.70 -0.31 3.07
C -1.86 -1.41 3.66
O -2.21 -2.20 4.47
Br -0.01 -1.39 3.07
C -3.17 -1.69 1.05
O -2.95 -2.83 1.76
C -3.51 -1.81 -0.32
N -3.68 -2.95 -1.00
S -4.04 -2.52 -2.50
N -4.00 -0.93 -2.38
C -3.71 -0.65 -1.11
C -3.59 0.65 -0.53
P -3.97 2.00 -1.66
S -5.79 2.07 -2.36
H 6.63 -1.67 0.53
H 5.04 -1.08 1.01
H 6.48 -0.04 1.19
H 5.73 1.59 -1.45
H 5.13 1.37 0.20
H 3.65 -0.16 -1.80
H 3.52 1.56 -2.10
H 3.11 1.10 0.72
H 2.20 -0.15 -0.13
H 1.85 2.83 -0.39
H 1.13 1.66 -1.52
H 0.75 1.63 1.50
H -0.04 0.58 0.33
H -0.39 3.58 0.16
H -1.40 2.32 -0.52
H -1.17 2.15 2.42
H -1.79 3.70 1.91
H -3.76 2.82 0.96
H -3.55 1.99 2.47
H -3.61 -0.28 3.67
H -2.17 0.62 3.24
H -3.71 -3.04 2.31
H -2.98 1.89 -2.64
H -3.64 3.18 -0.98
Cl 3.05 -2.89 -0.79
C 2.32 -3.85 -2.10
C 1.49 -2.98 -3.00
Cl 0.05 -2.35 -2.16
H 1.74 -4.64 -1.64
H 3.14 -4.30 -2.66
H 1.13 -3.57 -3.85
H 2.06 -2.13 -3.36
*
```


(8)
This record from the Open Molecules 2025 dataset describes a structure of composition C19H28BrMnO2. The level of theory is ωB97M-V/def2-TZVPD.

Results
Maximum force   0.0418 hartree/bohr
Highest occupied orbital energy (alpha / beta)   -0.249 / -0.277 Ha
LUMO (alpha / beta)   -0.50 / 0.39 eV
Kohn-Sham gap (alpha / beta)   0.230 / 0.291 Eh
Electronic energy   -4616.14518 hartree

Structure (ORCA input):
```
! RIJCOSX wB97M-V def2-TZVPD def2/J DEFGRID3
* xyz 0 5
O -0.12 -0.01 0.63
C 0.93 -0.42 -0.29
C 0.37 0.42 -1.42
H 0.89 -1.50 -0.45
H 1.91 -0.10 0.08
C -0.74 0.79 -0.41
H 0.03 -0.16 -2.28
H 1.01 1.27 -1.70
C -2.10 0.23 -0.74
H -2.04 -0.84 -0.93
H -2.49 0.73 -1.64
H -2.80 0.42 0.09
C -0.79 2.25 -0.04
H 0.22 2.65 0.10
H -1.37 2.40 0.89
H -1.28 2.81 -0.85
Mn -0.02 0.02 3.50
C 0.78 1.46 4.73
C 1.82 0.49 4.61
C 2.30 0.50 3.27
H 2.26 -0.07 5.44
C 1.51 1.42 2.52
C 0.58 2.04 3.41
H -0.05 2.90 3.18
H 0.33 1.79 5.66
H 3.16 -0.04 2.90
H 1.72 1.73 1.50
C -1.46 -0.39 5.01
C -1.81 0.82 4.31
C -2.08 0.49 2.94
H -1.97 1.80 4.77
C -1.93 -0.93 2.80
C -1.56 -1.47 4.08
H -1.44 -2.52 4.32
H -1.29 -0.50 6.08
H -2.49 1.17 2.20
H -2.17 -1.51 1.92
O 0.69 -1.34 -4.08
C 0.15 -0.39 -5.02
C 0.43 -0.86 -6.46
H 0.62 0.59 -4.84
H -0.93 -0.28 -4.81
C 1.53 -1.92 -6.30
H 0.71 -0.02 -7.11
H -0.48 -1.33 -6.87
C 1.37 -2.38 -4.84
H 2.51 -1.44 -6.43
H 1.45 -2.74 -7.02
H 2.32 -2.61 -4.35
H 0.75 -3.30 -4.83
Br 1.05 -2.12 2.78
*
```